1.
{
  "formula": "C4H14N2O",
  "method": "ωB97M-V with the def2-TZVPD basis set",
  "symbols": ["C", "N", "C", "C", "N", "C", "H", "H", "H", "H", "H", "H", "H", "H", "H", "H", "H", "H", "H", "H", "O"],
  "positions_angstrom": [[-0.9350, -1.9893, 1.4254], [-0.3528, -0.7868, 0.8039], [-1.3030, 0.3166, 0.6874], [-0.4985, 1.5871, 0.3645], [0.4093, 1.3356, -0.7253], [-0.0701, 1.1311, -2.0537], [-1.1055, -1.8070, 2.4878], [-0.1760, -2.7652, 1.3799], [-1.8474, -2.3399, 0.9456], [-0.1129, -1.0961, -0.1336], [-2.0845, 0.1810, -0.0681], [-1.8024, 0.3764, 1.6438], [-1.1703, 2.3937, 0.0640], [0.0922, 1.8841, 1.2183], [1.3408, 1.7459, -0.6742], [0.6775, 0.6584, -2.6921], [-0.9907, 0.5433, -2.0295], [-0.3094, 2.1088, -2.5054], [3.4337, -0.3779, -0.1028], [3.0634, -1.8454, -0.1885], [3.7416, -1.2546, 0.1524]],
  "forces_ev_per_angstrom": [[0.493, 0.214, 0.460], [-0.407, -0.344, -0.472], [0.343, -0.582, -0.251], [0.127, -0.568, 0.606], [-0.266, 1.277, -0.583], [-0.365, -0.558, -0.320], [-0.173, 0.070, -0.098], [-0.059, -0.162, -0.064], [-0.152, -0.004, -0.029], [0.221, 0.157, -0.062], [-0.066, -0.149, -0.037], [-0.125, 0.593, 0.234], [-0.079, 0.190, -0.150], [0.101, 0.118, 0.185], [0.107, -0.339, 0.306], [0.060, 0.027, 0.154], [0.118, 0.090, -0.048], [0.075, 0.015, 0.150], [0.218, -0.067, 0.100], [0.076, -0.194, 0.048], [-0.246, 0.215, -0.129]],
  "e_above_lowest_kcal_mol": 21.65,
  "homo_energy_ev": [-13.49, -13.48],
  "largest_force_ev_per_a": 1.429,
  "multiplicity": 2,
  "gap_ev": [9.979, 5.499],
  "charge": 1
}

***

2.
{
  "formula": "C4H14N2O",
  "method": "ωB97M-V with the def2-TZVPD basis set",
  "symbols": ["C", "C", "C", "N", "C", "N", "H", "H", "H", "H", "H", "H", "H", "H", "H", "H", "H", "H", "H", "H", "O"],
  "positions_angstrom": [[1.0978, 0.9163, -1.9930], [0.3025, 1.6022, -0.8774], [0.3840, 0.8733, 0.4638], [-0.4494, -0.3417, 0.3153], [-1.8312, -0.3017, 0.7367], [-1.9607, -1.0936, 1.9246], [2.0211, 0.5068, -1.6010], [0.5306, 0.1613, -2.5206], [1.3824, 1.6870, -2.7053], [-0.7268, 1.7384, -1.2004], [0.6916, 2.6056, -0.7239], [1.3913, 0.5445, 0.6814], [0.0102, 1.4387, 1.3170], [-0.3661, -0.6914, -0.6448], [-2.5456, -0.4734, -0.0663], [-2.0892, 0.7493, 0.9488], [-1.7507, -2.0833, 1.7902], [-1.3744, -0.7161, 2.6604], [2.4688, -2.6983, 0.6845], [1.2345, -1.7762, 0.5093], [1.5795, -2.6477, 0.3007]],
  "forces_ev_per_angstrom": [[0.029, 0.657, 0.293], [0.223, 0.014, -0.423], [-0.418, -0.804, 0.665], [-1.024, 1.227, -1.266], [-0.625, 2.069, -0.343], [0.820, -0.534, -0.268], [0.182, -0.257, -0.018], [-0.028, -0.277, -0.130], [-0.054, -0.136, -0.238], [-0.252, 0.040, 0.186], [0.121, 0.103, 0.252], [0.425, 0.172, -0.060], [-0.032, 0.046, -0.098], [0.407, -0.879, 0.464], [0.217, -1.106, 0.033], [0.305, -0.273, 0.471], [-0.188, 0.117, 0.045], [-0.198, -0.103, 0.347], [-0.332, 0.060, -0.123], [0.327, -0.094, 0.224], [0.093, -0.041, -0.012]],
  "e_above_lowest_kcal_mol": 17.39,
  "homo_energy_ev": [-15.15, -14.94],
  "largest_force_ev_per_a": 2.188,
  "multiplicity": 2,
  "gap_ev": [12.229, 6.763],
  "charge": 1
}

***

3.
{
  "formula": "C4H14N2O2",
  "method": "ωB97M-V with the def2-TZVPD basis set",
  "symbols": ["C", "C", "N", "N", "O", "H", "H", "H", "H", "H", "H", "H", "H", "C", "C", "O", "H", "H", "H", "H", "H", "H"],
  "positions_angstrom": [[-1.6509, -0.4838, 0.1721], [-1.8462, 1.0529, -1.7862], [-1.2040, 0.7647, -0.5103], [-0.7321, -1.6058, -0.0191], [-1.6012, -0.0343, 1.4774], [-1.4217, 0.9908, 1.0901], [-0.1863, 0.7665, -0.6176], [-2.6808, -0.7184, -0.1609], [-1.0631, -2.2321, -0.7447], [-0.6776, -2.1077, 0.8603], [-1.6031, 0.3143, -2.5571], [-1.5142, 2.0304, -2.1325], [-2.9270, 1.0710, -1.6452], [2.5867, 0.0011, 0.2260], [1.9879, 0.2708, 1.6013], [1.6030, -0.1790, -0.7775], [0.9797, -0.8785, -0.4888], [3.2400, -0.8828, 0.2740], [3.1990, 0.8478, -0.0970], [1.3995, -0.5808, 1.9383], [1.3301, 1.1381, 1.5682], [2.7824, 0.4548, 2.3291]],
  "forces_ev_per_angstrom": [[0.541, 1.010, -0.669], [0.144, -0.027, 0.018], [-0.314, -0.444, -0.998], [-0.233, 0.030, 0.111], [0.349, 2.377, -0.196], [-0.624, -2.712, 1.892], [-0.167, -0.265, -0.007], [0.307, 0.015, 0.015], [0.006, -0.044, 0.123], [-0.031, -0.109, -0.084], [-0.035, 0.014, -0.082], [-0.089, -0.003, -0.052], [-0.005, 0.075, -0.077], [0.158, -0.044, 0.147], [0.179, -0.012, -0.199], [-0.065, -0.052, -0.011], [0.050, 0.125, -0.037], [-0.022, 0.131, -0.012], [-0.030, -0.094, 0.041], [-0.045, -0.031, 0.061], [-0.009, 0.062, 0.037], [-0.066, -0.002, -0.021]],
  "e_above_lowest_kcal_mol": 30.69,
  "homo_energy_ev": -9.40,
  "largest_force_ev_per_a": 3.365,
  "smiles": "CN[C@@H](N)O.CCO",
  "gap_ev": 10.332,
  "charge": 0
}

***

4.
{
  "formula": "C4H14N2O3S",
  "method": "ωB97M-V with the def2-TZVPD basis set",
  "symbols": ["O", "C", "C", "C", "S", "N", "C", "N", "H", "H", "H", "H", "H", "H", "H", "H", "H", "H", "H", "H", "O", "H", "H", "O"],
  "positions_angstrom": [[-2.6739, 0.9300, -0.1050], [-1.5878, 1.2835, 0.2702], [-0.3908, 0.3497, 0.2593], [0.8858, 1.1516, 0.4945], [1.1720, 2.4031, -0.8145], [-0.4252, -0.7250, 1.2731], [-1.7251, -1.4331, 1.3580], [-2.0809, -2.1085, 0.1372], [-1.4214, 2.3115, 0.6403], [-0.3261, -0.1501, -0.6922], [1.7496, 0.5047, 0.4531], [0.7544, 1.7463, 1.3883], [0.7524, 1.7103, -1.8781], [-0.2201, -0.3118, 2.1740], [-1.5835, -2.1955, 2.1263], [-2.5455, -0.7987, 1.6692], [-1.2445, -2.5308, -0.2606], [-2.4571, -1.4162, -0.5027], [3.2822, -1.8595, 1.0827], [1.7659, -1.3774, 1.1632], [2.3754, -2.0267, 0.7884], [2.2453, -0.9780, -1.6955], [0.9996, -1.6461, -2.2673], [1.8662, -1.3120, -2.5174]],
  "forces_ev_per_angstrom": [[-0.183, 0.106, -0.037], [-0.091, -0.213, -0.191], [0.799, 0.082, 0.665], [-0.461, 0.149, -1.502], [-0.116, 0.363, 0.144], [-0.531, 0.593, -0.125], [0.622, -0.955, 0.230], [0.092, 0.436, -0.051], [-0.002, 0.009, 0.155], [-0.163, -0.025, -0.604], [0.140, -0.085, 0.660], [0.453, -0.069, 0.469], [0.022, -0.268, 0.016], [-0.052, 0.033, 0.293], [0.011, 0.093, 0.146], [-0.194, 0.217, -0.043], [-0.262, -0.040, -0.029], [0.044, -0.219, -0.186], [-0.490, 0.164, 0.083], [0.067, -0.189, 0.197], [0.290, -0.110, -0.342], [0.013, -0.243, 0.022], [0.069, -0.112, 0.029], [-0.079, 0.282, 0.003]],
  "e_above_lowest_kcal_mol": 40.23,
  "homo_energy_ev": -9.59,
  "largest_force_ev_per_a": 1.578,
  "smiles": "NCN[C@@H](C=O)CS.O.O",
  "gap_ev": 9.878,
  "charge": 0
}

***

5.
{
  "formula": "C4H14N2O4",
  "method": "ωB97M-V with the def2-TZVPD basis set",
  "symbols": ["N", "C", "C", "C", "O", "C", "N", "O", "H", "H", "H", "H", "H", "H", "H", "H", "H", "H", "H", "H", "O", "H", "H", "O"],
  "positions_angstrom": [[-1.4262, 1.9866, 0.7141], [-1.1434, 0.6207, 1.1277], [0.4098, 0.2146, 0.7849], [1.5195, 1.0180, 1.4081], [1.4256, 2.3704, 1.6771], [-2.0919, -0.4387, 0.2889], [-1.8382, -1.7668, 0.1544], [-3.1387, -0.0178, -0.1439], [0.5138, 2.6749, 1.6296], [-2.4286, 2.1706, 0.5703], [-0.8952, 2.1527, -0.1751], [-1.7096, 0.5555, 2.1353], [0.4223, 0.4276, -0.3087], [0.4830, -0.8641, 1.1034], [2.0146, 0.6696, 2.3816], [2.3598, 1.0177, 0.6325], [-0.8412, -1.9577, 0.0813], [-2.4138, -2.3254, -0.4268], [3.2667, -1.2573, -1.5616], [2.6028, -0.4155, -2.7000], [2.5025, -1.2552, -2.1125], [0.7742, -1.4680, -2.4233], [-0.2914, -2.4199, -2.6228], [-0.0763, -1.6924, -2.2144]],
  "forces_ev_per_angstrom": [[1.247, 0.129, -1.191], [-1.184, -1.573, -0.438], [-2.936, 0.455, 1.291], [3.727, -0.524, 0.505], [-1.254, 1.766, -0.159], [-0.494, 0.808, -0.037], [2.746, 0.420, 1.450], [-0.705, 0.937, -0.042], [-0.346, 0.000, 0.009], [0.678, -0.421, -0.060], [-1.111, 0.045, 0.903], [1.971, -0.401, -0.876], [0.075, -0.856, 0.600], [0.358, 1.099, -0.835], [-1.064, -0.778, -1.346], [-0.692, -0.696, 0.894], [-0.501, -0.406, -0.055], [-0.652, -0.002, -0.560], [0.899, 0.002, 0.691], [-0.055, -2.202, 1.606], [-0.254, 2.486, -2.420], [3.418, 0.557, -0.586], [-1.776, -6.084, -3.541], [-2.096, 5.239, 4.199]],
  "e_above_lowest_kcal_mol": 51.68,
  "homo_energy_ev": -8.99,
  "largest_force_ev_per_a": 7.260,
  "smiles": "NC(=O)[C@H](N)CCO.O.O",
  "gap_ev": 9.142,
  "charge": 0
}

***

6.
{
  "formula": "C4H14N2OS",
  "method": "ωB97M-V with the def2-TZVPD basis set",
  "symbols": ["N", "C", "C", "S", "C", "N", "C", "H", "H", "H", "H", "H", "H", "H", "H", "H", "H", "H", "H", "H", "H", "O"],
  "positions_angstrom": [[0.2194, -0.0221, -1.2035], [0.4062, 0.7885, -0.0689], [0.1677, 2.3423, -0.3763], [-2.8674, -1.3004, 0.7469], [1.9315, 0.4892, 0.2354], [2.2838, -0.9271, 0.4260], [3.7328, -1.3080, 0.6792], [-0.6903, 0.0040, -1.5953], [0.5405, -0.8959, -1.3225], [-0.1244, 0.4357, 0.8491], [-0.8971, 2.5951, -0.8356], [0.9481, 2.6553, -1.0703], [0.2941, 2.8807, 0.5767], [2.4816, 0.8251, -0.6658], [2.2594, 1.2045, 1.0438], [1.5727, -1.3713, 0.9296], [4.2576, -0.8425, 1.5548], [3.7425, -2.3273, 0.7353], [4.4645, -0.7892, -0.1059], [-2.9903, 0.5098, -0.2062], [-3.3377, 0.6638, -1.5573], [-2.6994, 1.0039, -0.9569]],
  "forces_ev_per_angstrom": [[-2.874, 2.958, -1.576], [2.057, -0.094, 1.023], [-1.320, -1.174, 0.081], [0.263, -0.203, -0.113], [0.764, 1.610, 0.098], [1.816, 1.628, -1.009], [-0.101, 5.150, -0.900], [-0.929, 0.428, -0.318], [2.105, -3.451, 0.421], [-0.192, 0.523, -0.464], [2.329, -0.808, 1.071], [-0.114, 0.067, -0.062], [-0.143, -0.022, -0.390], [-0.200, -0.051, 0.289], [-0.138, -0.835, -0.185], [-0.501, -1.116, 1.300], [-1.102, -0.500, 0.179], [0.585, -2.611, -0.147], [-1.959, -1.686, 0.723], [-0.319, -0.097, 1.969], [-0.847, -0.108, -1.563], [0.822, 0.395, -0.428]],
  "e_above_lowest_kcal_mol": 130.98,
  "homo_energy_ev": -8.34,
  "largest_force_ev_per_a": 5.229,
  "gap_ev": 4.211,
  "charge": 0
}